[1]
{
  "formula": "CHNO3S2",
  "method": "the ωB97M-V functional and the def2-TZVPD basis",
  "charge": -2,
  "gap_ha": 0.22279,
  "mol_weight_g_mol": 139.2,
  "largest_force_ev_per_a": 5.71,
  "homo_energy_ev": 0.07,
  "elements": ["C", "O", "S", "H", "S", "O", "O", "N"],
  "positions_angstrom": [[-1.62011, -0.00217, -0.06911], [-2.00694, -1.11519, 0.34088], [2.09214, 1.70223, -0.11907], [-2.33876, 0.64397, -0.52173], [1.10224, -0.03903, 0.09304], [1.44495, -0.47964, 1.49089], [1.78262, -1.28664, -1.20478], [-0.45614, 0.57648, -0.01011]],
  "mulliken_charge": [-0.04, -0.71, -0.67, 0.36, 0.75, -0.62, -0.75, -0.32]
}


[2]
{
  "formula": "C5H6O2",
  "method": "the ωB97M-V functional and the def2-TZVPD basis",
  "gap_ha": 0.37127,
  "mol_weight_g_mol": 98.1,
  "largest_force_ev_per_a": 1.70,
  "homo_energy_ev": -9.24,
  "elements": ["H", "H", "H", "H", "H", "O", "C", "C", "O", "C", "C", "C", "H"],
  "positions_angstrom": [[-0.93901, 0.68481, -1.54484], [-1.38617, 0.85563, 1.95997], [1.52185, 0.92556, -1.54119], [1.79518, -0.64932, -0.69315], [-0.22955, 1.94536, 1.16831], [-0.56857, -2.56093, -1.49715], [-0.37387, 0.92903, 1.53941], [-0.08362, -0.00949, 0.40483], [-0.24090, -1.41484, 0.57280], [-0.37248, -0.06695, -1.01975], [1.09776, 0.16029, -0.85723], [-0.54878, -1.56257, -0.85410], [0.32814, 0.76343, 2.36210]],
  "mulliken_charge": [0.42, 0.31, 0.30, 0.27, 0.32, -0.50, -1.25, 0.67, -0.40, -0.07, -0.76, 0.38, 0.32]
}


[3]
{
  "formula": "C8H13BN2Ti",
  "method": "the ωB97M-V functional and the def2-TZVPD basis",
  "gap_ha": [0.25297, 0.25334],
  "mol_weight_g_mol": 195.9,
  "largest_force_ev_per_a": 7.14,
  "homo_energy_ev": [-8.07, -8.08],
  "elements": ["H", "H", "C", "C", "H", "N", "H", "C", "H", "Ti", "C", "C", "C", "H", "H", "C", "H", "H", "H", "N", "H", "B", "C", "H", "H"],
  "positions_angstrom": [[0.94913, -2.72540, 2.87984], [3.46194, -0.46086, -0.01408], [0.50886, -1.89680, -0.84512], [-0.72593, 2.42153, -1.16583], [-0.03197, 2.24718, -1.99277], [-1.40687, -0.18496, 1.23895], [-1.72744, 2.77078, -1.44175], [0.30113, -0.53138, -1.20734], [-4.40869, -0.46573, 2.50770], [0.50191, -0.57036, 0.99256], [-0.37208, 2.27061, 0.11945], [2.45356, -0.71669, -0.33723], [1.50141, 0.20325, -0.87609], [-4.43151, -1.28236, 0.66600], [-0.57126, -0.11120, -1.70096], [-2.58689, -0.24805, 1.27979], [-4.52854, 0.72240, 0.87870], [-0.20804, -2.70296, -0.99639], [0.67864, 2.28837, 0.46841], [0.91703, -2.12391, 2.07148], [-1.12394, 2.39144, 0.90844], [-4.09307, -0.32131, 1.33795], [1.84387, -2.01313, -0.32592], [1.65454, 1.26165, -1.05321], [2.33946, -2.93459, -0.03828]],
  "mulliken_charge": [0.17, 0.40, -0.55, -0.71, 0.28, -0.63, 0.27, -0.12, -0.08, 0.96, -0.49, -0.76, -0.52, -0.08, 0.42, 0.19, -0.09, 0.33, 0.40, -0.52, 0.37, -0.07, -0.19, 0.65, 0.38]
}


[4]
{
  "formula": "C12H14Cl2CrF6N2O4S2",
  "method": "the ωB97M-V functional and the def2-TZVPD basis",
  "s2": 6.041,
  "gap_ha": [0.32558, 0.32486],
  "mol_weight_g_mol": 551.3,
  "largest_force_ev_per_a": 1.45,
  "spin_multiplicity": 5,
  "homo_energy_ev": [-8.61, -8.89],
  "elements": ["Cl", "F", "C", "H", "C", "N", "F", "C", "N", "H", "F", "C", "H", "Cl", "C", "H", "H", "H", "C", "F", "C", "H", "H", "Cr", "H", "O", "H", "C", "F", "S", "H", "O", "H", "H", "C", "H", "S", "C", "C", "O", "O", "C", "F"],
  "positions_angstrom": [[-7.56686, -0.63196, 15.56839], [-12.70179, -3.86762, 12.09421], [-9.55769, -1.12946, 9.83209], [-7.65199, -3.03017, 9.44175], [-6.33741, 0.41437, 10.87948], [-8.12942, -1.12836, 10.22397], [-11.80459, 0.93619, 11.16797], [-12.16753, -4.09477, 13.29134], [-11.68296, -1.43848, 13.45682], [-8.50623, -2.76055, 15.86640], [-13.07992, -4.01570, 14.28599], [-5.50475, 1.51662, 10.68125], [-3.44214, 1.07239, 13.33659], [-6.80042, -3.07679, 14.28100], [-7.61181, 0.26597, 10.09505], [-9.89892, -2.14676, 9.70863], [-5.66801, 2.17904, 9.84389], [-6.30003, -1.89505, 9.42030], [-11.99834, 1.14993, 12.46141], [-11.63088, 2.38381, 12.74774], [-5.11732, -0.17696, 12.83250], [-6.83450, -2.61265, 16.61274], [-4.95362, -0.79755, 13.72390], [-7.81134, -1.74843, 12.26449], [-8.36828, 0.93758, 10.51764], [-9.70643, -0.13462, 12.77483], [-10.16382, -0.65950, 10.59051], [-4.46465, 1.75467, 11.55422], [-11.63080, -5.29043, 13.31342], [-10.94290, -0.03933, 13.50830], [-3.79083, 2.57895, 11.34832], [-10.42278, -3.02470, 14.92714], [-9.67584, -0.60204, 8.88365], [-7.62783, -1.70769, 8.24658], [-4.25943, 0.91353, 12.63476], [-7.48217, 0.46396, 9.01906], [-10.88593, -2.76055, 13.60179], [-6.15107, -0.48708, 11.94516], [-7.38818, -1.98571, 9.27267], [-10.94724, 0.57210, 14.78510], [-9.87173, -2.92641, 12.53869], [-7.49897, -2.39447, 15.78107], [-13.26962, 0.98246, 12.74737]],
  "mulliken_spin": [0.01, 0.00, 0.03, 0.03, -0.03, -0.15, 0.00, 0.00, 0.00, 0.00, 0.00, -0.01, 0.00, 0.01, -0.01, -0.01, 0.00, 0.00, 0.00, 0.00, 0.03, 0.00, 0.00, 4.18, 0.00, 0.00, 0.02, 0.02, 0.00, 0.01, 0.00, 0.00, 0.01, 0.01, -0.01, 0.00, 0.00, -0.17, 0.02, 0.00, 0.00, 0.01, 0.00]
}


[5]
{
  "formula": "C4H5NO",
  "method": "the ωB97M-V functional and the def2-TZVPD basis",
  "gap_ha": 0.37372,
  "mol_weight_g_mol": 83.1,
  "largest_force_ev_per_a": 0.39,
  "homo_energy_ev": -9.14,
  "elements": ["H", "C", "O", "C", "H", "C", "H", "H", "C", "N", "H"],
  "positions_angstrom": [[-2.19402, -1.53324, -0.48262], [-1.67753, 0.60610, 0.02124], [-0.22361, -0.92578, -0.55375], [0.39083, 0.22673, -0.20172], [2.40048, -0.48524, -0.56266], [-1.54852, -0.67846, -0.37246], [1.75261, -0.58314, 1.07652], [-2.56636, 1.14426, 0.31557], [1.81098, 0.04991, 0.18330], [-0.41813, 1.18400, 0.11375], [2.27326, 0.99486, 0.46281]],
  "mulliken_charge": [0.38, -0.34, -0.31, 0.67, 0.30, -0.11, 0.24, 0.37, -0.97, -0.55, 0.32]
}


[6]
{
  "formula": "C13H24N3O5P",
  "method": "the ωB97M-V functional and the def2-TZVPD basis",
  "gap_ha": 0.36004,
  "mol_weight_g_mol": 333.3,
  "largest_force_ev_per_a": 5.31,
  "homo_energy_ev": -9.27,
  "elements": ["O", "C", "N", "C", "C", "H", "H", "H", "P", "H", "H", "H", "H", "C", "H", "C", "H", "H", "N", "H", "H", "H", "C", "H", "H", "C", "H", "C", "H", "H", "H", "C", "H", "H", "H", "H", "H", "O", "C", "N", "C", "O", "C", "C", "O", "O"],
  "positions_angstrom": [[-0.90286, -1.13001, -2.58079], [1.07840, -2.01080, 2.17056], [0.10096, -1.60954, 1.15803], [0.18844, -4.10164, 0.89650], [-1.68122, 3.28556, 1.43823], [-0.31791, 1.89568, 3.44394], [-3.46731, -0.72874, -2.15944], [0.31700, 3.66081, -0.41844], [0.48616, 0.00156, 0.53404], [0.61774, -2.47695, 3.06280], [3.98159, 1.00751, -2.93185], [2.02372, -1.45944, 2.37876], [0.22442, -4.58908, -0.06792], [-0.88629, -0.48754, -1.53689], [1.58778, 2.70238, 0.38626], [-0.37359, 2.55923, 1.27885], [2.97309, 0.09588, -4.08367], [2.55480, -1.72821, -0.26478], [0.28913, 0.09646, -1.16770], [2.90323, -3.47270, 0.08219], [-3.74732, -0.43352, 0.88482], [3.11536, 1.87518, -4.22572], [0.20097, 1.82268, 2.49795], [-4.28682, 0.76438, -0.29914], [-3.23696, -1.97599, -0.93539], [-3.19848, -0.89840, -1.10411], [-5.10338, -0.75300, -0.20907], [3.07164, 1.03341, -3.52920], [-0.86265, -3.90490, 1.11455], [1.03152, 4.17164, 1.12086], [-1.51771, 4.22599, 1.99639], [0.68979, 3.32495, 0.55545], [-2.10625, 3.48681, 0.44282], [0.55525, -4.73824, 1.71857], [1.67915, -2.91310, -1.15751], [1.31170, 1.91752, 2.62397], [-2.43365, 2.67309, 1.92893], [1.87549, 0.37954, 0.83448], [-4.14003, -0.30179, -0.13304], [-0.51739, 1.09872, 1.43122], [0.96171, -2.75044, 0.83096], [1.47722, -0.02221, -2.05415], [2.10674, -2.74797, -0.16539], [1.90192, 1.15534, -2.61252], [1.45965, 2.27939, -2.42279], [-1.98475, -0.27952, -0.75164]],
  "mulliken_charge": [-0.65, -0.57, -0.24, -1.68, -1.69, 0.33, 0.30, 0.33, 0.69, 0.29, 0.27, 0.28, 0.40, 0.10, 0.28, 1.34, 0.34, 0.25, 0.87, 0.41, 0.27, 0.33, -0.72, 0.28, 0.27, -0.23, 0.47, -1.08, 0.39, 0.43, 0.34, -1.50, 0.35, 0.32, 0.37, 0.26, 0.40, -0.92, -1.23, -0.09, 1.25, -0.29, -1.40, 0.78, -0.50, -0.23]
}


Copy entry 3 word for word.
{
  "formula": "C8H13BN2Ti",
  "method": "the ωB97M-V functional and the def2-TZVPD basis",
  "gap_ha": [0.25297, 0.25334],
  "mol_weight_g_mol": 195.9,
  "largest_force_ev_per_a": 7.14,
  "homo_energy_ev": [-8.07, -8.08],
  "elements": ["H", "H", "C", "C", "H", "N", "H", "C", "H", "Ti", "C", "C", "C", "H", "H", "C", "H", "H", "H", "N", "H", "B", "C", "H", "H"],
  "positions_angstrom": [[0.94913, -2.72540, 2.87984], [3.46194, -0.46086, -0.01408], [0.50886, -1.89680, -0.84512], [-0.72593, 2.42153, -1.16583], [-0.03197, 2.24718, -1.99277], [-1.40687, -0.18496, 1.23895], [-1.72744, 2.77078, -1.44175], [0.30113, -0.53138, -1.20734], [-4.40869, -0.46573, 2.50770], [0.50191, -0.57036, 0.99256], [-0.37208, 2.27061, 0.11945], [2.45356, -0.71669, -0.33723], [1.50141, 0.20325, -0.87609], [-4.43151, -1.28236, 0.66600], [-0.57126, -0.11120, -1.70096], [-2.58689, -0.24805, 1.27979], [-4.52854, 0.72240, 0.87870], [-0.20804, -2.70296, -0.99639], [0.67864, 2.28837, 0.46841], [0.91703, -2.12391, 2.07148], [-1.12394, 2.39144, 0.90844], [-4.09307, -0.32131, 1.33795], [1.84387, -2.01313, -0.32592], [1.65454, 1.26165, -1.05321], [2.33946, -2.93459, -0.03828]],
  "mulliken_charge": [0.17, 0.40, -0.55, -0.71, 0.28, -0.63, 0.27, -0.12, -0.08, 0.96, -0.49, -0.76, -0.52, -0.08, 0.42, 0.19, -0.09, 0.33, 0.40, -0.52, 0.37, -0.07, -0.19, 0.65, 0.38]
}